141
Properties=species:S:1:pos:R:3:forces:R:3 method="wB97M-V/def2-TZVPD" charge=0 e_above_lowest_ev=0.000 e_homo_ev=-7.21 e_tot_ha=-9455.6499 orbital_gap_ev=7.56
Ba 0.90967 -0.24201 0.91470 -0.8 -0.4 -0.2
C -2.86446 0.43603 0.94756 0.0 0.0 0.1
C -2.58958 1.76726 1.65108 0.0 0.0 0.1
N -1.16701 2.06791 1.77330 0.0 -0.1 -0.1
C -0.79258 2.80803 2.96602 0.0 0.0 0.0
C -1.05363 2.01662 4.25044 0.0 0.1 0.0
S -0.58650 0.26720 4.20761 0.1 -0.2 -0.1
C -2.16713 -0.57838 3.86677 -0.1 0.0 0.0
C -2.27760 -1.37358 2.56431 0.0 0.1 0.0
N -1.96631 -0.64613 1.34170 0.2 0.0 -0.1
H -3.92065 0.17016 1.11487 0.0 0.0 0.0
H -2.74828 0.55172 -0.12863 0.1 0.0 0.0
H -3.13114 2.55316 1.10908 0.0 0.0 0.0
H -3.02343 1.75679 2.64993 0.0 0.0 0.0
H -0.83446 2.54201 0.94488 0.0 0.1 0.0
H 0.27206 3.03739 2.88892 0.0 0.0 0.0
H -1.32349 3.76787 3.06582 0.0 0.0 0.0
H -0.47652 2.46727 5.05965 0.0 0.0 0.0
H -2.09910 2.07649 4.55579 0.0 0.0 0.0
H -2.33080 -1.28029 4.68511 0.0 0.0 0.0
H -2.96389 0.16154 3.93892 0.0 0.0 0.0
H -1.59913 -2.23013 2.60680 0.0 0.0 0.0
H -3.30055 -1.78321 2.54112 0.0 0.0 0.0
H -1.93422 -1.31521 0.57698 -0.1 0.0 -0.1
S 0.34726 -3.09624 -0.44308 0.4 0.1 0.2
C 1.95596 -3.20729 0.20257 -0.2 -0.1 -0.3
N 2.82370 -2.23135 0.32668 -0.3 0.0 -0.1
C 3.99809 -2.65669 0.92625 0.1 0.1 0.0
C 5.07999 -1.82706 1.23049 -0.1 -0.1 0.0
C 6.19317 -2.37601 1.83633 0.0 0.0 0.0
C 6.23979 -3.74096 2.14056 0.1 0.0 0.0
C 5.17278 -4.57084 1.85085 -0.1 0.0 0.0
C 4.04590 -4.02005 1.24529 0.2 0.1 0.1
S 2.54539 -4.75226 0.79055 -0.1 -0.2 0.0
H 5.02172 -0.77010 0.99675 0.0 0.0 0.0
H 7.03737 -1.74416 2.08401 0.0 0.0 0.0
H 7.12048 -4.15462 2.61538 0.0 0.0 0.0
H 5.21619 -5.62414 2.09916 0.0 0.0 0.0
Br 4.46588 1.45425 -0.86938 -0.1 0.0 0.0
C 4.30382 0.26928 -2.38230 0.1 0.0 0.1
Br 2.50401 0.12450 -3.03373 0.0 -0.1 0.0
H 4.62202 -0.71247 -2.05885 0.0 -0.1 0.0
H 4.92333 0.66535 -3.17354 0.0 0.0 0.0
N 2.86167 5.09911 -0.45022 0.0 0.0 0.1
C 2.21949 4.95939 -1.62589 -0.1 0.1 0.0
O 2.40688 5.69463 -2.58271 0.0 -0.1 0.1
C 1.21205 3.84866 -1.72684 0.0 0.0 -0.1
C 0.30769 3.86550 -2.78040 0.0 0.0 0.0
C -0.61821 2.84187 -2.89645 0.0 0.0 0.0
C -0.59667 1.80852 -1.97190 0.2 0.0 0.0
N 0.29125 1.77335 -0.97197 -0.2 0.1 -0.1
C 1.15995 2.77905 -0.84934 0.0 -0.1 0.1
H 3.54025 5.84034 -0.40410 0.0 0.0 0.0
H 2.70864 4.53878 0.38253 0.1 0.0 0.0
H 0.35064 4.68450 -3.48649 0.0 0.0 0.0
H -1.34568 2.83022 -3.69803 0.0 0.0 0.0
H -1.28629 0.96811 -2.03837 0.0 0.0 0.0
H 1.84777 2.70400 -0.00950 0.0 0.0 0.0
O -2.57468 -0.83994 -1.88142 0.2 0.0 0.2
P -3.03352 -1.72971 -2.99692 -0.1 0.0 -0.2
C -4.65023 -1.19397 -3.70351 0.1 -0.1 -0.1
C -5.69563 -0.83710 -2.63220 0.0 0.1 0.0
C -5.41899 0.49640 -1.93477 0.0 0.0 0.0
C -5.25975 1.63644 -2.93844 0.0 0.0 0.0
C -4.19546 1.29851 -3.98136 0.0 0.0 0.0
C -4.54198 -0.01299 -4.68385 0.0 0.0 0.0
C -3.10497 -3.48743 -2.47031 -0.1 -0.1 0.0
C -3.26634 -3.70627 -0.95377 0.1 0.0 0.0
C -4.69863 -3.84591 -0.45435 0.0 0.0 0.0
C -5.47457 -4.86664 -1.27804 0.0 0.0 0.0
C -5.46138 -4.48252 -2.75412 0.0 0.0 0.0
C -4.03510 -4.39765 -3.29493 0.0 0.0 0.0
C -1.87131 -1.58618 -4.41215 0.1 0.0 0.1
C -2.20433 -2.31494 -5.72704 -0.1 0.0 0.0
C -1.59217 -3.70955 -5.85705 0.0 0.0 0.0
C -0.09088 -3.68166 -5.60110 0.0 0.0 0.0
C 0.18617 -3.15856 -4.19902 0.0 0.1 0.0
C -0.39194 -1.75815 -4.00565 0.0 0.1 0.0
H -5.01422 -2.05980 -4.26880 0.0 0.0 0.0
H -5.79438 -1.63092 -1.89528 0.0 0.0 0.0
H -6.66394 -0.77716 -3.14451 0.0 0.0 0.0
H -4.50488 0.40383 -1.34600 -0.1 0.0 0.0
H -6.23513 0.71491 -1.24163 0.0 0.0 0.0
H -5.01232 2.56664 -2.42188 0.0 0.0 0.0
H -6.21337 1.80924 -3.45231 0.0 0.0 0.0
H -3.22162 1.20828 -3.48644 0.0 0.0 0.0
H -4.11272 2.10201 -4.71728 0.0 0.0 0.0
H -3.84702 -0.22587 -5.49622 0.0 0.0 0.0
H -5.52637 0.09765 -5.15456 0.0 0.0 0.0
H -2.07381 -3.78330 -2.68253 0.0 0.0 -0.1
H -2.75232 -2.90432 -0.42547 0.0 0.0 0.0
H -2.71894 -4.62139 -0.70889 0.0 0.0 0.0
H -5.20848 -2.87954 -0.48690 0.0 0.0 0.0
H -4.68152 -4.13776 0.59865 0.0 0.0 0.0
H -6.49928 -4.96422 -0.91365 0.0 0.0 0.0
H -5.00578 -5.85140 -1.16329 0.0 0.0 0.0
H -5.97568 -3.52491 -2.88320 0.0 0.0 0.0
H -6.02236 -5.21159 -3.34319 0.0 0.0 0.0
H -4.05378 -4.09003 -4.34306 0.0 0.0 0.0
H -3.60627 -5.40566 -3.28942 0.0 0.0 0.0
H -1.99545 -0.51319 -4.59650 0.0 0.0 0.0
H -1.80791 -1.70459 -6.54666 0.0 0.0 0.0
H -3.28610 -2.35731 -5.88778 0.0 0.0 0.0
H -1.80939 -4.09831 -6.85491 0.0 0.0 0.0
H -2.05321 -4.40304 -5.14968 0.0 0.0 0.0
H 0.39475 -3.03419 -6.34245 0.0 0.0 0.0
H 0.33472 -4.67882 -5.73044 0.0 0.0 0.0
H 1.25819 -3.12213 -3.99864 0.0 0.0 0.0
H -0.21411 -3.85154 -3.45732 0.0 0.0 0.0
H 0.18383 -1.07320 -4.64099 0.0 0.0 0.0
H -0.25458 -1.42764 -2.97248 0.0 0.0 0.0
O 2.33581 -0.75161 3.08694 0.2 0.0 -0.1
C 2.77400 0.39754 3.15549 0.2 0.4 0.2
N 3.60725 0.85354 4.13045 -0.1 -0.1 0.0
C 3.83397 2.27868 4.01352 0.0 -0.1 0.0
C 3.08660 2.52815 2.67202 0.1 0.5 -0.1
O 3.06225 3.63351 2.12982 0.0 -0.2 0.0
N 2.47545 1.41662 2.25571 0.2 -0.3 0.3
C 3.10709 3.09103 5.08132 0.0 0.0 0.0
C 3.26527 4.47671 5.10200 0.0 0.0 0.0
C 2.58003 5.24672 6.02707 0.0 0.0 0.0
C 1.72827 4.64502 6.94741 0.0 0.0 0.0
C 1.56353 3.26996 6.92802 0.0 0.0 0.0
C 2.24729 2.49490 5.99560 0.0 0.0 0.0
C 5.32463 2.58161 3.93652 0.0 0.0 0.0
C 5.99249 2.61826 2.71747 0.0 0.0 0.0
C 7.36761 2.79766 2.67235 0.0 0.0 0.0
C 8.09192 2.94384 3.84725 0.0 0.0 0.0
C 7.43239 2.91226 5.06772 0.0 0.0 0.0
C 6.05619 2.73538 5.11032 0.0 0.0 0.0
H 3.90676 0.26089 4.88506 0.1 0.1 0.0
H 3.92122 4.94475 4.37904 0.0 0.0 0.0
H 2.70934 6.32229 6.03016 0.0 0.0 0.0
H 1.19806 5.24911 7.67327 0.0 0.0 0.0
H 0.90049 2.78912 7.63760 0.0 0.0 0.0
H 2.08404 1.42393 5.98041 0.0 0.0 0.0
H 5.43971 2.51513 1.79208 0.0 0.0 0.0
H 7.87216 2.82670 1.71410 0.0 0.0 0.0
H 9.16455 3.08649 3.81127 0.0 0.0 0.0
H 7.98772 3.02940 5.98998 0.0 0.0 0.0
H 5.54550 2.72586 6.06669 0.0 0.0 0.0